[1]
The following is a DFT calculation (ωB97M-V with the def2-TZVPD basis set) of a 2-piece molecular cluster, C25H34N3 overall at a distorted geometry.

ORCA input file:
```
! wB97M-V def2-TZVPD RIJCOSX def2/J DEFGRID3
* xyz 1 1
C -1.97 0.80 1.82
C 6.35 2.88 0.21
C 0.37 0.46 1.20
C -2.66 -1.82 -0.45
H -6.50 3.26 -0.02
N -4.55 3.11 0.62
C 3.30 2.59 0.23
H -0.10 -0.48 -1.21
C -0.86 1.13 0.98
H -2.75 -4.66 -1.95
C 2.66 -0.11 0.63
H -2.52 -4.50 0.54
C 3.91 0.22 0.14
H -3.28 -2.30 -1.22
H 1.92 -2.09 -1.09
H -1.83 0.03 2.58
C -1.10 2.01 -0.11
H -1.30 -5.70 -2.03
H 1.22 3.01 0.53
N 5.52 1.90 -0.46
C 4.26 1.58 -0.03
H -6.01 4.08 1.73
C -5.54 2.91 -0.42
H 2.43 -1.14 0.91
H 7.19 1.28 -1.51
H 5.75 0.21 -1.70
C 1.64 0.88 0.76
H 1.04 -5.60 0.04
H -3.98 1.29 2.42
C -1.25 -2.26 -0.52
C -0.13 -1.51 -0.88
C -0.79 -3.60 -0.28
C 6.10 1.25 -1.62
C -1.65 -4.79 -0.06
H 7.39 2.70 -0.09
H -5.62 1.85 -0.69
H 0.34 -0.41 1.86
C 1.99 2.24 0.49
H 2.37 -4.47 0.37
H -1.10 -5.55 0.51
H 6.26 2.76 1.30
H 3.59 3.64 0.14
H -2.58 3.14 -1.21
H -0.29 2.27 -0.79
H 6.08 3.91 -0.05
C -4.92 4.00 1.70
H 4.64 -0.56 -0.07
H 5.83 1.77 -2.56
H -4.54 3.62 2.66
H -3.12 -2.06 0.52
N 0.96 -2.35 -0.87
C -3.38 2.38 0.66
H -2.76 -6.28 -1.20
C -3.16 1.47 1.72
H -2.74 -0.73 -0.59
C 0.59 -3.60 -0.46
H -4.51 5.01 1.54
C -2.37 2.53 -0.33
C -2.14 -5.40 -1.39
H 2.02 -4.95 -1.30
H -5.30 3.48 -1.33
C 1.56 -4.71 -0.34
*
```

Computed properties:
orbital gap = 0.192 Eh
largest force on an atom = 1.14 eV/A
energy relative to the best compared isomer or geometry (same formula, charge and spin) = 179.7 kJ/mol
highest occupied orbital energy = -0.36923 Eh
total energy = -30939.470 eV



[2]
The following is a DFT calculation (ωB97M-V with the def2-TZVPD basis set) of C25H34N3O6SiTi as an isolated structure at a distorted geometry.

ORCA input file:
```
! wB97M-V def2-TZVPD RIJCOSX def2/J DEFGRID3
* xyz -1 1
H -2.70 1.54 -6.61
H -3.45 2.33 -3.78
H 3.35 1.25 -6.50
C 0.92 0.57 -4.20
C -1.53 4.66 -1.42
H -1.22 -0.96 -5.49
O 1.88 0.97 -0.96
C -3.43 1.26 -4.01
H -0.80 6.66 -1.71
H -4.75 -3.02 1.41
H 3.08 -0.60 -0.31
H -4.98 -0.82 -0.82
H 3.01 -2.11 -3.87
Ti -0.26 0.06 -0.23
H -2.28 -1.25 -4.11
H -3.97 -2.27 -1.01
C 0.10 3.95 -3.54
O -0.64 2.74 2.74
H 0.76 -1.97 2.65
O -0.39 1.84 0.70
H -0.96 1.38 -6.43
H 2.16 1.62 1.56
Si -0.70 1.13 -3.39
H 0.91 -1.20 -2.98
C -4.00 -1.25 -0.61
C 0.25 0.53 2.59
H -2.14 4.92 -0.56
O 0.83 -1.62 -0.58
H 1.92 0.46 -1.78
C -4.76 -1.94 1.61
H 0.83 0.77 3.49
C -0.32 1.83 2.00
O -0.92 0.23 -2.08
C 0.05 5.27 -3.12
C 3.33 -0.48 -5.24
C 2.82 0.71 -5.72
C 2.86 0.44 -0.06
H -3.61 0.71 -3.08
C -2.10 0.85 -4.64
N -1.63 -0.60 0.55
C -0.77 5.63 -2.05
H 4.25 -0.88 -5.63
C 1.22 -1.60 1.73
C 0.63 -2.33 0.50
H -5.76 -1.56 1.38
H 3.10 0.21 2.06
N 1.07 -0.15 1.57
N -3.76 -1.26 0.83
C -2.14 -0.64 -5.00
C 1.44 -0.65 -3.75
H -2.97 -0.84 -5.69
H 0.66 6.02 -3.61
C 1.63 1.23 -5.21
O 0.13 -3.43 0.59
C -1.48 3.34 -1.85
H 3.78 1.02 -0.13
C -1.87 1.68 -5.91
H -1.80 2.75 -5.69
H 0.76 3.70 -4.36
H 1.26 2.16 -5.62
H -3.23 -0.66 -1.11
H -0.59 -0.11 2.86
C 2.34 0.57 1.36
C -0.67 2.96 -2.92
H 2.28 -1.87 1.74
H -2.05 2.60 -1.32
H -4.26 1.05 -4.69
C -2.55 -1.04 1.38
H -4.55 -1.78 2.67
C 2.63 -1.17 -4.25
*
```

Computed properties:
orbital gap = 0.236 Eh
largest force on an atom = 1.17 eV/A
energy relative to the best compared isomer or geometry (same formula, charge and spin) = 23.6 kJ/mol
highest occupied orbital energy = -0.14153 Eh
total energy = -74232.487 eV



[3]
The following is a DFT calculation (ωB97M-V with the def2-TZVPD basis set) of C25H34N4O3PS2TeV as an isolated structure.

ORCA input file:
```
! wB97M-V def2-TZVPD RIJCOSX def2/J DEFGRID3
* xyz 3 2
H -1.63 1.85 3.87
C 4.40 2.19 -0.68
C 2.36 1.89 -0.19
O -2.45 -1.17 -3.37
H 2.55 3.41 1.34
C 2.67 3.29 0.26
C -5.61 3.07 -3.32
H -2.71 -1.93 2.88
C -0.96 1.20 3.30
H 1.23 -0.90 1.76
C 1.59 -1.87 1.41
H 5.78 4.25 0.71
C -2.51 1.84 -1.58
N 4.07 3.35 -0.14
H -4.11 4.13 -2.19
H 2.06 4.03 -0.25
H 5.33 4.85 -0.91
H 0.57 -3.42 -3.47
H 1.65 -2.42 -4.42
O -3.66 -1.28 -1.21
C -4.45 3.17 -2.57
C -3.74 2.01 -2.31
C 0.38 0.25 5.20
C -6.04 1.84 -3.81
H 1.50 -0.58 -2.75
P 0.18 -1.59 -1.05
H -5.68 -0.30 -3.92
H 0.77 -2.95 6.24
H 0.93 -2.64 1.81
C -4.19 0.78 -2.80
H 6.36 2.52 -1.14
O 1.18 1.33 -0.03
H -6.95 1.79 -4.39
N -2.03 0.60 -1.55
H -1.30 -2.19 1.85
H 0.17 -4.37 0.33
C 0.44 -2.11 5.64
C -5.34 0.66 -3.55
C 1.71 -1.94 -0.10
H 0.52 -4.59 -1.39
S -1.60 2.92 -0.62
H 1.46 -0.64 6.82
S -3.12 -0.52 -2.29
C -0.39 -2.34 4.55
H -6.19 3.96 -3.54
C -0.45 0.03 4.10
H -1.75 -2.81 -0.26
C -0.84 -1.27 3.78
H 2.57 -2.03 1.86
H -0.16 1.82 2.88
C -0.96 -3.02 -0.97
C 0.82 -0.82 5.96
C 1.32 -2.64 -3.40
H 2.18 -3.03 -2.85
H -1.44 -3.04 -1.95
H 4.38 5.31 0.50
C 0.75 -1.37 -2.77
H 0.67 1.26 5.47
N 5.58 1.88 -1.16
N 3.35 1.28 -0.72
H 2.44 -1.22 -0.48
H 2.05 -2.93 -0.41
H -0.70 -3.35 4.31
C -0.27 -4.35 -0.67
V -0.46 0.75 -0.41
C 4.95 4.50 0.05
H 5.73 0.97 -1.56
H -1.01 -5.15 -0.72
Te -2.12 0.37 1.72
C -1.74 -1.53 2.60
H -0.10 -1.01 -3.35
*
```

Computed properties:
orbital gap (spin up / spin down) = 0.206 / 0.234 Eh
largest force on an atom = 0.36 eV/A
energy relative to the best compared isomer or geometry (same formula, charge and spin) = 0.0 kJ/mol
highest occupied orbital energy (spin up / spin down) = -0.60037 / -0.60039 Eh
<S²> = 0.876
total energy = -102495.842 eV



[4]
The following is a DFT calculation (ωB97M-V with the def2-TZVPD basis set) of one molecule with the formula C25H34N4O6 at a distorted geometry.

ORCA input file:
```
! wB97M-V def2-TZVPD RIJCOSX def2/J DEFGRID3
* xyz 0 1
H 7.59 -1.44 -1.96
C -3.49 -0.85 1.68
C -2.94 -1.20 -2.89
H 5.13 -0.11 -2.19
C 0.96 2.71 -0.14
H -3.02 -2.10 -2.28
H 8.32 -1.06 -0.39
O -2.22 -3.81 -0.11
H -3.23 1.54 2.68
H 0.40 0.85 -1.09
H 0.28 3.50 -0.47
N 4.69 -0.36 1.05
C -1.10 1.85 2.95
N -0.73 2.35 1.63
C 1.27 -2.29 1.08
H 1.35 -2.31 2.17
H -4.93 1.30 -1.79
C -2.09 2.89 -0.41
H -4.43 -0.38 1.94
H -2.69 1.80 -2.56
O 2.99 0.90 -2.51
H -0.17 -0.50 2.09
C -3.51 -2.03 0.95
H -3.97 -4.77 0.48
C 5.21 -0.31 -1.14
C -1.10 -2.08 1.02
C 7.48 -1.55 -0.89
H -5.13 -1.14 -2.86
H -0.24 1.31 3.33
C 6.20 -0.94 -0.45
H -1.21 4.29 0.95
C -3.41 -4.51 -0.42
C -1.94 -0.22 -2.26
O 5.89 -0.97 0.85
H 2.01 -2.97 0.65
O 0.02 -2.75 0.63
H -4.45 -2.45 0.65
C -2.76 1.00 -1.82
O 1.23 1.28 1.74
C -1.64 3.29 1.01
N 3.06 0.68 -0.25
H 7.50 -2.60 -0.62
C -2.32 -2.66 0.61
H 1.93 3.17 0.06
H -2.19 0.94 0.21
C -4.20 0.49 -1.74
N -2.29 1.57 -0.58
C 2.48 1.06 -1.42
H -1.16 0.06 -2.96
C 1.10 1.67 -1.26
H -2.54 3.36 1.62
H -3.08 -5.41 -0.93
C 4.27 0.04 -0.13
H -4.37 0.11 -3.85
H 0.84 2.12 -2.22
H 1.48 -1.27 0.73
O -2.25 3.72 -1.27
C -4.28 -0.46 -2.93
H -1.47 -0.68 -1.39
H -2.63 -1.51 -3.89
C -1.10 -0.92 1.77
C 0.50 2.07 1.16
H -4.05 -3.93 -1.09
H 2.56 0.84 0.63
C -2.30 -0.28 2.10
H -2.50 0.65 4.00
H -1.29 2.71 3.60
C -2.35 0.96 2.96
H -4.34 -0.05 -0.81
*
```

Computed properties:
SMILES string = COc1ccc(CCN(CC(=O)NC2CCCC2)C(=O)CCC(=O)Nc2cc(C)on2)cc1OC
orbital gap = 0.327 Eh
largest force on an atom = 1.30 eV/A
energy relative to the best compared isomer or geometry (same formula, charge and spin) = 291.5 kJ/mol
highest occupied orbital energy = -0.30524 Eh
total energy = -44722.671 eV



[5]
The following is a DFT calculation (ωB97M-V with the def2-TZVPD basis set) of one molecule with the formula C25H34N6O5 at a distorted geometry.

ORCA input file:
```
! wB97M-V def2-TZVPD RIJCOSX def2/J DEFGRID3
* xyz 0 1
H -4.95 1.07 -6.90
C -2.07 1.45 -3.74
N 1.21 -0.67 0.41
H 0.20 -0.92 5.94
N -0.60 1.70 -1.81
C 1.81 -0.58 4.52
C 0.64 -1.68 1.31
C 1.39 1.65 -0.43
C -0.11 -1.44 3.80
N 0.69 1.46 -1.66
H -5.79 0.01 1.11
C 2.09 -1.20 -0.61
H -2.48 0.50 -0.67
C -4.90 0.36 1.64
H -3.30 1.35 -7.49
C -3.26 1.95 -3.29
H -5.22 0.91 2.52
H 2.72 0.09 6.31
C -4.17 1.80 -4.35
H -4.62 1.91 0.12
C -3.90 0.83 -6.75
H 1.62 -2.10 -1.02
O -2.20 1.02 -5.01
C 0.75 -1.30 2.76
H 4.75 -1.34 2.61
O 0.19 1.00 1.52
H -4.08 -0.19 -0.96
H 4.48 0.29 -0.56
C 0.89 0.62 0.60
C 5.65 -0.84 2.22
O 5.57 -0.67 0.82
H -3.23 -2.00 0.29
C -4.00 -0.82 1.99
N -1.69 -1.01 1.18
H 1.14 2.63 -0.02
C -3.38 0.14 -0.19
C -4.04 1.20 0.69
H -1.11 -1.83 3.76
C -0.80 1.36 -3.09
C 4.29 -0.32 0.33
H 2.20 -0.50 -1.44
H 3.74 0.27 1.07
H 3.85 -0.65 5.15
H -3.44 2.37 -2.32
H 1.20 -2.61 1.15
C -0.82 -1.98 0.88
H 6.75 0.98 2.54
H -3.28 1.74 1.26
C 3.47 -1.56 -0.06
H -4.57 -1.72 2.22
O 1.93 -0.79 3.19
N 1.25 1.00 -2.75
H -3.39 -0.58 2.86
H 6.04 0.29 4.01
H 5.02 1.13 2.84
N 0.34 0.93 -3.66
H -1.34 -0.16 1.61
O -1.09 -3.01 0.30
C 0.58 -0.96 4.94
C 5.88 0.48 2.95
H -3.75 -0.24 -6.89
H 3.37 -2.20 0.82
H 6.51 -1.50 2.38
H -5.21 2.08 -4.36
C 2.97 -0.01 5.25
C -3.48 1.23 -5.38
C -3.07 -1.03 0.77
H 3.22 0.98 4.86
H 2.46 1.58 -0.63
H 4.03 -2.12 -0.81
*
```

Computed properties:
SMILES string = CCOCCCN(C(=O)Cn1nnc(-c2ccc(C)o2)n1)[C@H](C(=O)NC1CCCC1)c1ccc(C)o1
orbital gap = 0.327 Eh
largest force on an atom = 1.47 eV/A
energy relative to the best compared isomer or geometry (same formula, charge and spin) = 25.5 kJ/mol
highest occupied orbital energy = -0.30317 Eh
total energy = -45653.875 eV



[6]
The following is a DFT calculation (ωB97M-V with the def2-TZVPD basis set) of one molecule with the formula C25H34N6OS at a distorted geometry.

ORCA input file:
```
! wB97M-V def2-TZVPD RIJCOSX def2/J DEFGRID3
* xyz 0 1
C 1.24 1.22 4.13
C 1.08 2.61 2.11
H 2.74 4.13 0.57
C -1.60 -3.66 -3.06
H -1.02 -3.11 0.01
H 0.53 -2.80 0.77
C 0.74 -3.47 -2.13
C -1.27 -0.43 3.88
C -1.97 -6.12 -1.86
H 0.01 -5.87 -1.09
H -0.86 5.63 -2.90
C -0.78 -5.44 -1.69
H -1.47 -2.70 -3.53
C -0.58 -4.20 -2.29
C 0.45 2.25 -2.95
H -2.51 0.82 2.66
O 0.76 6.50 -1.16
C -0.42 4.79 -2.37
H 0.10 4.53 2.06
H 0.13 -1.97 3.29
N -0.15 -0.15 -0.61
H -1.52 -0.03 4.86
H 2.11 2.24 2.05
H 1.44 -0.64 -5.00
H 1.92 5.70 0.73
H -0.84 -1.73 1.11
C -0.35 -2.33 0.35
C 0.14 0.65 -1.61
S 0.49 3.83 -3.63
C 0.12 -1.08 3.93
H 0.78 -2.28 -4.84
H 1.67 4.53 2.85
H -0.96 0.45 1.91
H 1.36 -3.69 -2.99
H 2.21 -0.67 3.75
H 2.41 -1.93 -4.27
C 1.27 -0.18 3.48
C -1.45 0.70 2.86
C 0.49 5.32 -1.26
C 0.03 -1.44 -0.79
N 0.93 4.35 -0.44
C -2.98 -5.57 -2.62
H -1.29 2.19 4.40
H -2.10 -7.08 -1.38
N 0.83 1.19 -3.66
C -2.80 -4.34 -3.22
H 0.80 1.16 5.13
H 2.26 1.59 4.24
C 1.77 4.62 0.71
H -3.58 -3.91 -3.82
H 0.30 -1.41 4.95
H 1.26 -0.06 2.40
H -1.34 2.85 2.76
N 0.51 2.23 3.39
H -1.20 4.14 -1.96
H -3.91 -6.10 -2.75
N 0.64 0.17 -2.82
C 0.55 -1.99 -1.99
H 1.25 -3.86 -1.25
H 0.52 2.18 1.27
C 1.12 4.14 2.00
C 0.86 -1.14 -3.03
N 0.03 1.97 -1.70
C 1.40 -1.52 -4.37
H 0.62 3.40 -0.60
C -0.92 2.05 3.38
H -2.01 -1.21 3.67
*
```

Computed properties:
SMILES string = Cc1nc2nc(SCC(=O)NCCCN3CCCCCC3)nn2c(C)c1Cc1ccccc1
orbital gap = 0.295 Eh
largest force on an atom = 1.39 eV/A
energy relative to the best compared isomer or geometry (same formula, charge and spin) = 59.7 kJ/mol
highest occupied orbital energy = -0.28937 Eh
total energy = -48301.428 eV



[7]
The following is a DFT calculation (ωB97M-V with the def2-TZVPD basis set) of C25H35CuGeN7O2S2Se as an isolated structure at a distorted geometry.

ORCA input file:
```
! wB97M-V def2-TZVPD RIJCOSX def2/J DEFGRID3
* xyz -1 1
S 1.68 -3.16 -1.19
H -4.30 0.07 1.64
H -2.27 -1.25 -3.91
H -1.57 0.66 4.12
C -3.97 -0.96 1.76
C -1.63 0.39 -5.12
C -0.16 -3.61 -3.17
H 1.79 2.67 -1.02
C -4.24 3.47 -1.96
H -1.77 -0.14 -6.05
Ge -3.49 4.93 -0.92
H 0.28 -2.38 -7.40
C -1.26 1.77 -2.75
H -0.08 2.47 0.99
H -0.81 -3.91 -2.36
C -2.07 -0.19 -1.41
Se -2.53 2.73 1.33
H -2.98 5.20 1.58
C -1.92 -0.22 -3.92
H -4.13 3.68 -3.03
N -0.69 2.88 -7.43
H -3.16 0.34 3.63
H -4.34 7.28 -0.37
N -2.20 0.06 3.62
O 0.72 -3.91 -0.42
N -0.23 -3.03 -6.83
H -1.34 6.28 -0.91
H -3.73 2.53 -1.74
H -4.81 6.83 -2.02
C 1.16 -3.26 -2.87
C 2.02 -2.86 -3.89
H -5.31 3.37 -1.73
H -2.67 -1.09 -1.53
H -1.22 -2.89 -6.91
H -1.08 2.29 -1.81
H -1.80 5.84 -2.57
H -0.62 4.05 0.36
H -5.70 6.17 -0.64
C -1.76 0.45 -2.68
C 4.03 0.45 -2.15
C 3.55 1.71 -1.83
C -0.98 2.39 -3.95
Cu -0.25 -0.50 -0.57
C -4.71 6.46 -1.00
H 3.04 -2.59 -3.64
H 4.99 0.34 -2.66
C -0.69 3.35 1.19
C -1.17 1.71 -5.16
O 3.06 -3.55 -1.13
C 2.29 1.73 -1.25
H -0.59 3.40 -3.97
C 0.24 -3.11 -5.50
H -4.46 4.29 1.31
N 3.39 -0.69 -1.88
C -1.67 -0.44 2.46
C 1.56 -2.78 -5.19
C -3.43 4.42 0.96
H -0.37 3.83 2.11
H 4.10 2.61 -2.05
H -2.53 0.51 -0.70
H -2.14 -1.31 0.76
C -0.89 2.36 -6.43
H -1.04 4.63 -1.52
H -1.63 -3.81 -4.72
C 2.20 -0.58 -1.24
S -0.03 -0.28 2.09
H 2.23 -2.46 -5.99
N 1.42 -1.61 -0.84
C -0.61 -3.54 -4.48
N 1.60 0.63 -0.97
H -4.42 -1.55 0.97
C -1.74 5.48 -1.54
H -4.33 -1.35 2.72
N -2.53 -1.09 1.67
*
```

Computed properties:
orbital gap = 0.219 Eh
largest force on an atom = 1.08 eV/A
energy relative to the best compared isomer or geometry (same formula, charge and spin) = 64.5 kJ/mol
highest occupied orbital energy = -0.14706 Eh
total energy = -229193.768 eV